Entry from the OMol25 dataset: a cluster of 8 separate species, C37H87N3O13 in total in a non-equilibrium geometry (ωB97M-V with the def2-TZVPD basis set).

CARTESIAN COORDINATES (ANGSTROEM)
1 C 1.976 -4.864 -0.253
2 C 3.419 -4.961 -0.643
3 C 4.277 -3.794 -0.270
4 C 4.513 -3.824 1.268
5 C 5.149 -5.158 1.590
6 C 4.191 -6.282 1.253
7 N 4.079 -6.203 -0.229
8 O 3.159 -7.233 -0.642
9 C 4.887 -7.603 1.516
10 C 2.979 -6.381 2.085
11 C 3.414 -5.004 -2.193
12 H 1.484 -5.826 -0.458
13 H 1.496 -4.124 -0.929
14 H 1.758 -4.500 0.768
15 H 5.173 -3.853 -0.855
16 H 3.734 -2.917 -0.596
17 H 3.561 -3.796 1.757
18 H 5.042 -2.895 1.543
19 H 5.369 -5.260 2.686
20 H 5.993 -5.270 0.922
21 H 5.868 -7.699 1.089
22 H 5.064 -7.698 2.601
23 H 4.383 -8.571 1.304
24 H 2.188 -6.922 1.621
25 H 3.266 -6.812 3.044
26 H 2.466 -5.449 2.386
27 H 2.984 -4.071 -2.668
28 H 2.875 -5.886 -2.611
29 H 4.474 -5.028 -2.543
30 H 3.819 -7.854 -1.046
31 C 3.097 4.004 1.141
32 C 2.899 2.879 2.198
33 C 2.018 1.740 1.619
34 C 2.171 0.542 2.445
35 C 3.660 0.035 2.415
36 C 4.569 1.034 3.080
37 N 4.182 2.345 2.539
38 O 4.982 3.425 3.118
39 C 4.547 0.796 4.623
40 C 6.053 0.748 2.710
41 C 2.198 3.534 3.431
42 H 3.593 3.588 0.218
43 H 3.746 4.776 1.503
44 H 2.158 4.608 0.907
45 H 1.067 2.161 1.419
46 H 2.380 1.486 0.616
47 H 1.596 -0.328 2.078
48 H 1.918 0.792 3.465
49 H 3.886 -0.082 1.381
50 H 3.731 -0.962 2.938
51 H 4.971 -0.214 4.813
52 H 5.171 1.549 5.046
53 H 3.562 0.935 5.024
54 H 6.674 1.511 3.163
55 H 6.342 -0.240 3.047
56 H 6.280 0.751 1.632
57 H 1.155 3.737 3.264
58 H 2.587 4.507 3.745
59 H 2.183 2.865 4.324
60 H 4.679 3.469 4.017
61 C -4.037 5.981 -1.717
62 C -2.754 6.201 -1.004
63 C -2.051 4.885 -0.888
64 C -1.613 4.334 -2.211
65 C -0.730 5.395 -2.979
66 C -1.381 6.783 -3.061
67 N -1.779 7.142 -1.658
68 O -2.544 8.317 -1.830
69 C -0.283 7.798 -3.444
70 C -2.482 6.723 -4.163
71 C -3.014 6.769 0.355
72 H -3.995 5.344 -2.589
73 H -4.489 6.890 -2.116
74 H -4.798 5.541 -1.080
75 H -1.146 4.887 -0.279
76 H -2.719 4.188 -0.331
77 H -2.441 4.142 -2.930
78 H -0.952 3.474 -2.224
79 H -0.389 5.087 -3.965
80 H 0.248 5.530 -2.420
81 H 0.491 7.966 -2.632
82 H 0.198 7.404 -4.347
83 H -0.634 8.830 -3.709
84 H -3.081 5.821 -4.019
85 H -3.116 7.654 -4.062
86 H -1.985 6.776 -5.161
87 H -3.446 7.740 0.290
88 H -1.995 6.914 0.837
89 H -3.552 6.137 1.021
90 H -1.951 8.981 -1.449
91 C -2.945 -2.851 2.858
92 C -1.695 -1.964 3.101
93 O -0.542 -2.397 2.448
94 O -3.513 -2.677 1.597
95 H -3.739 -2.418 3.496
96 H -2.724 -3.931 3.086
97 H -1.543 -1.970 4.176
98 H -1.948 -0.953 2.672
99 H -0.524 -2.087 1.557
100 H -2.805 -2.710 0.958
101 C -5.675 -2.015 -2.315
102 C -5.027 -2.591 -3.545
103 O -4.393 -3.888 -3.239
104 O -6.867 -2.742 -1.876
105 H -6.001 -1.013 -2.645
106 H -4.951 -1.858 -1.501
107 H -4.138 -1.958 -3.835
108 H -5.642 -2.631 -4.424
109 H -5.133 -4.515 -3.419
110 H -6.582 -3.509 -1.404
111 C -5.250 0.795 1.395
112 C -6.495 0.563 2.218
113 O -6.432 1.334 3.455
114 O -4.131 0.161 1.914
115 H -4.940 1.890 1.283
116 H -5.401 0.400 0.385
117 H -6.550 -0.544 2.241
118 H -7.462 0.763 1.777
119 H -5.761 0.905 4.023
120 H -4.071 -0.774 1.679
121 C -1.327 -3.496 -3.529
122 C -0.872 -2.306 -4.350
123 O -0.253 -2.824 -5.505
124 O -1.947 -3.070 -2.278
125 H -0.420 -4.035 -3.241
126 H -2.129 -4.045 -4.125
127 H -0.210 -1.768 -3.744
128 H -1.795 -1.746 -4.614
129 H 0.557 -3.271 -5.240
130 H -2.790 -3.541 -2.327
131 C -2.070 0.278 -0.960
132 C -0.759 -0.333 -0.553
133 O -0.911 -1.690 0.017
134 O -2.664 -0.446 -2.069
135 H -1.918 1.283 -1.250
136 H -2.753 0.229 -0.099
137 H -0.335 0.233 0.256
138 H 0.027 -0.446 -1.311
139 H -0.758 -2.313 -0.704
140 H -2.470 -1.399 -2.142

- HOMO-LUMO gap: 8.618 eV
- Energy relative to the best compared isomer or geometry (same formula, charge and spin): 329.8 kJ/mol
- SMILES string: CC1(C)CCCC(C)(C)N1O.CC1(C)CCCC(C)(C)N1O.CC1(C)CCCC(C)(C)N1O.OCCO.OCCO.OCCO.OCCO.OCCO
- Calculated total energy: -70859.91089 eV
- Spin multiplicity: 1

---

Entry from the OMol25 dataset: a cluster of 13 separate species, C37H88O15 in total in a non-equilibrium geometry (ωB97M-V with the def2-TZVPD basis set).

CARTESIAN COORDINATES (ANGSTROEM)
1 C -23.750 9.215 -13.414
2 C -23.182 9.493 -14.767
3 C -24.270 10.066 -15.651
4 O -24.976 10.776 -14.637
5 C -25.002 10.050 -13.421
6 H -23.080 9.625 -12.659
7 H -23.730 8.166 -13.119
8 H -22.801 8.583 -15.231
9 H -22.373 10.223 -14.738
10 H -24.933 9.340 -16.122
11 H -23.837 10.681 -16.440
12 H -25.965 9.546 -13.342
13 H -25.180 10.702 -12.565
14 C -25.200 20.183 -5.780
15 C -24.013 21.079 -5.851
16 C -24.594 22.484 -5.864
17 O -26.005 22.304 -5.537
18 C -26.277 20.981 -5.125
19 H -24.816 19.339 -5.206
20 H -25.406 19.922 -6.818
21 H -23.414 20.897 -6.743
22 H -23.341 20.937 -5.005
23 H -24.434 22.630 -6.932
24 H -23.919 23.152 -5.328
25 H -27.307 20.630 -5.070
26 H -26.137 20.998 -4.044
27 C -23.881 5.215 -9.113
28 C -23.285 6.224 -8.154
29 C -24.527 7.077 -7.824
30 O -25.649 6.175 -7.774
31 C -25.410 5.199 -8.810
32 H -23.426 4.232 -8.991
33 H -23.661 5.519 -10.136
34 H -22.461 6.784 -8.596
35 H -22.844 5.736 -7.285
36 H -24.716 7.819 -8.600
37 H -24.408 7.712 -6.945
38 H -26.004 5.421 -9.696
39 H -25.641 4.201 -8.437
40 C -29.945 9.293 -7.287
41 C -31.405 9.352 -7.331
42 C -31.692 9.786 -5.914
43 O -30.661 10.699 -5.588
44 C -29.554 10.485 -6.463
45 H -29.623 9.230 -8.326
46 H -29.814 8.296 -6.866
47 H -31.858 8.449 -7.740
48 H -31.736 10.219 -7.904
49 H -31.554 8.934 -5.249
50 H -32.676 10.222 -5.745
51 H -28.629 10.308 -5.914
52 H -29.541 11.375 -7.092
53 C -20.792 14.240 -0.539
54 C -19.788 15.186 -1.166
55 C -18.484 14.496 -0.933
56 O -18.902 13.157 -1.290
57 C -20.263 12.845 -0.960
58 H -21.695 14.267 -1.147
59 H -20.993 14.388 0.522
60 H -19.748 16.204 -0.778
61 H -20.011 15.214 -2.232
62 H -18.136 14.477 0.099
63 H -17.616 14.893 -1.460
64 H -20.287 12.295 -0.020
65 H -20.757 12.382 -1.815
66 C -22.857 14.419 -6.348
67 C -23.129 14.731 -7.799
68 C -24.023 13.648 -8.185
69 O -24.847 13.380 -7.064
70 C -24.058 13.560 -5.886
71 H -22.722 15.288 -5.704
72 H -22.008 13.740 -6.263
73 H -22.244 15.002 -8.375
74 H -23.676 15.661 -7.956
75 H -23.650 12.685 -8.533
76 H -24.689 13.935 -8.999
77 H -23.735 12.608 -5.466
78 H -24.638 14.053 -5.106
79 C -25.040 18.426 -11.825
80 O -25.966 18.300 -12.888
81 H -25.596 18.445 -10.888
82 H -24.395 17.548 -11.792
83 H -24.416 19.319 -11.791
84 H -26.577 17.631 -12.573
85 C -28.119 15.875 -4.181
86 O -27.968 15.809 -5.575
87 H -27.232 16.024 -3.565
88 H -28.877 16.632 -3.981
89 H -28.568 14.914 -3.929
90 H -27.262 15.226 -5.865
91 C -19.616 16.399 -13.093
92 O -20.195 15.131 -13.230
93 H -18.550 16.375 -12.869
94 H -19.498 16.793 -14.102
95 H -20.162 17.084 -12.443
96 H -20.828 15.276 -13.937
97 C -25.031 9.270 -1.882
98 O -25.029 10.386 -1.070
99 H -24.379 9.368 -2.750
100 H -25.027 8.343 -1.308
101 H -26.001 9.040 -2.322
102 H -25.098 10.179 -0.135
103 C -28.762 14.462 -12.364
104 O -28.270 15.405 -11.439
105 H -29.442 14.841 -13.128
106 H -27.904 14.012 -12.863
107 H -29.186 13.641 -11.786
108 H -29.004 15.844 -11.002
109 C -18.493 10.738 -9.907
110 O -17.332 10.355 -9.202
111 C -17.259 10.661 -7.864
112 C -18.128 9.634 -7.109
113 O -17.848 8.251 -7.422
114 C -16.468 7.820 -7.161
115 H -19.164 9.888 -10.025
116 H -18.224 10.883 -10.954
117 H -18.993 11.658 -9.603
118 H -17.620 11.664 -7.636
119 H -16.259 10.574 -7.439
120 H -19.182 9.859 -7.275
121 H -17.971 9.794 -6.043
122 H -16.329 7.681 -6.089
123 H -15.720 8.459 -7.632
124 H -16.378 6.774 -7.451
125 C -17.248 17.892 -8.938
126 O -16.419 18.031 -10.083
127 C -15.702 19.302 -10.180
128 C -16.476 20.290 -11.148
129 O -17.712 20.690 -10.444
130 C -18.479 21.789 -11.030
131 H -18.272 18.261 -8.990
132 H -16.752 18.302 -8.059
133 H -17.441 16.860 -8.644
134 H -14.733 19.011 -10.584
135 H -15.537 19.852 -9.254
136 H -16.659 19.757 -12.081
137 H -15.926 21.209 -11.349
138 H -17.888 22.702 -10.962
139 H -19.445 22.015 -10.580
140 H -18.610 21.443 -12.056

- HOMO-LUMO gap: 9.339 eV
- Calculated total energy: -70495.13589 eV
- Spin multiplicity: 1

---

Entry from the OMol25 dataset: a structure of composition C37H94CdF3O13 in a non-equilibrium geometry (ωB97M-V with the def2-TZVPD basis set).

CARTESIAN COORDINATES (ANGSTROEM)
1 Cd 13.523 4.838 10.547
2 C 11.126 2.539 9.883
3 O 10.134 3.212 10.654
4 O 12.169 3.423 9.826
5 C 11.306 1.176 10.578
6 F 11.400 1.302 11.920
7 F 10.258 0.375 10.297
8 F 12.430 0.504 10.195
9 C 8.815 3.270 10.131
10 C 7.988 3.967 11.212
11 H 8.038 3.448 12.168
12 H 8.161 5.038 11.329
13 H 6.935 4.001 10.912
14 H 8.300 2.336 9.909
15 H 8.767 3.948 9.271
16 H 10.828 2.299 8.853
17 C 8.394 4.925 6.282
18 C 7.378 6.041 6.492
19 C 5.975 5.699 6.033
20 O 7.448 6.305 7.906
21 H 8.349 4.498 5.276
22 H 8.226 4.105 6.980
23 H 9.390 5.342 6.426
24 H 7.740 6.960 6.016
25 H 5.577 4.804 6.516
26 H 5.963 5.528 4.957
27 H 5.332 6.532 6.325
28 H 7.354 7.259 8.050
29 C 10.483 6.023 13.837
30 C 11.609 5.013 13.688
31 C 11.106 3.662 14.096
32 O 11.979 4.906 12.265
33 H 9.509 5.636 13.538
34 H 10.581 6.789 13.054
35 H 10.539 6.530 14.797
36 H 12.476 5.375 14.236
37 H 11.772 2.811 13.954
38 H 10.201 3.391 13.546
39 H 10.741 3.695 15.127
40 H 11.199 4.551 11.786
41 C 4.956 1.530 8.355
42 C 5.783 0.631 7.447
43 C 7.283 0.763 7.539
44 O 5.413 -0.725 7.697
45 H 3.921 1.199 8.382
46 H 4.956 2.535 7.932
47 H 5.430 1.517 9.339
48 H 5.530 0.924 6.419
49 H 7.774 0.072 6.847
50 H 7.614 0.545 8.557
51 H 7.639 1.719 7.143
52 H 6.011 -1.355 7.287
53 C 15.413 4.769 6.570
54 C 14.892 4.006 7.785
55 C 15.890 2.915 8.185
56 O 14.847 4.980 8.887
57 H 15.632 3.981 5.845
58 H 16.313 5.362 6.738
59 H 14.655 5.412 6.120
60 H 13.957 3.507 7.548
61 H 15.910 2.120 7.439
62 H 15.505 2.387 9.064
63 H 16.885 3.272 8.449
64 H 15.603 5.568 8.791
65 C 10.476 -1.702 13.648
66 C 10.125 -3.117 14.143
67 C 10.433 -3.172 15.648
68 O 8.722 -3.357 13.992
69 H 10.353 -1.642 12.564
70 H 11.530 -1.462 13.803
71 H 9.813 -0.998 14.148
72 H 10.723 -3.863 13.617
73 H 11.515 -3.065 15.809
74 H 10.137 -4.100 16.139
75 H 10.074 -2.322 16.237
76 H 8.389 -3.414 14.887
77 C 4.766 -0.260 12.111
78 C 6.211 -0.746 11.856
79 C 7.247 0.368 11.982
80 O 6.571 -1.838 12.722
81 H 4.257 -0.186 11.150
82 H 4.653 0.688 12.642
83 H 4.245 -1.020 12.695
84 H 6.207 -1.030 10.800
85 H 6.980 1.051 11.162
86 H 8.296 0.111 11.858
87 H 7.145 0.978 12.886
88 H 6.375 -1.371 13.549
89 C 14.930 1.060 11.949
90 C 14.402 2.430 12.380
91 C 14.673 2.755 13.856
92 O 14.918 3.474 11.500
93 H 14.619 0.375 12.740
94 H 16.021 1.089 11.946
95 H 14.457 0.731 11.030
96 H 13.325 2.460 12.206
97 H 14.355 3.754 14.143
98 H 15.759 2.711 14.014
99 H 14.290 1.937 14.462
100 H 15.870 3.447 11.685
101 C 7.251 10.646 10.588
102 C 7.985 9.393 10.148
103 C 7.551 8.158 10.944
104 O 7.632 9.098 8.787
105 H 7.772 11.190 11.381
106 H 6.225 10.526 10.935
107 H 7.210 11.331 9.735
108 H 9.067 9.505 10.272
109 H 7.652 8.270 12.025
110 H 8.254 7.340 10.745
111 H 6.573 7.799 10.629
112 H 8.031 9.829 8.298
113 C 12.597 -2.418 7.867
114 C 13.978 -2.579 8.549
115 C 14.907 -1.490 8.011
116 O 13.792 -2.272 9.949
117 H 12.161 -1.458 8.141
118 H 11.959 -3.264 8.123
119 H 12.699 -2.486 6.781
120 H 14.336 -3.602 8.448
121 H 15.959 -1.507 8.292
122 H 14.541 -0.520 8.366
123 H 14.813 -1.371 6.926
124 H 12.928 -1.858 10.013
125 C 2.403 6.039 9.184
126 C 2.692 5.066 10.312
127 C 4.157 4.876 10.652
128 O 2.062 5.730 11.439
129 H 1.372 6.084 8.832
130 H 2.967 5.798 8.273
131 H 2.683 7.068 9.418
132 H 2.161 4.135 10.096
133 H 4.728 4.511 9.794
134 H 4.315 4.232 11.518
135 H 4.592 5.846 10.907
136 H 2.158 5.145 12.202
137 C 12.438 0.972 6.249
138 C 11.559 1.794 5.339
139 C 10.163 1.138 5.201
140 O 11.448 3.105 5.903
141 H 12.040 0.799 7.254
142 H 13.441 1.390 6.368
143 H 12.585 -0.027 5.825
144 H 11.960 1.902 4.332
145 H 9.461 1.725 4.607
146 H 9.674 1.011 6.165
147 H 10.366 0.199 4.682
148 H 11.540 3.047 6.859

- HOMO-LUMO gap: 7.159 eV
- Energy relative to the best compared isomer or geometry (same formula, charge and spin): 102.8 kJ/mol
- Charge: +1
- Calculated total energy: -79219.93876 eV
- Spin multiplicity: 1